Record 1
Molecular formula: C4H11N2O
Method: DFT, ωB97M-V/def2-TZVPD

```
18
Properties=species:S:1:pos:R:3:forces:R:3
C 0.94145 -0.23446 2.10404 -1.816 2.624 1.389
C -0.46609 0.18374 -3.06500 2.331 1.849 1.529
C -1.23412 -0.97557 -0.93226 1.043 2.009 -0.961
C -0.62159 0.03593 -1.60706 -0.228 -1.150 1.219
N 0.30320 0.89859 1.82766 1.364 -1.465 -3.851
N 1.12479 -0.66839 3.34329 3.354 -3.651 -2.317
O -0.10942 1.13427 -0.93087 -0.530 0.233 1.565
H -1.07448 1.04831 -3.30789 -0.026 0.086 -0.538
H 0.62976 0.38649 -3.28515 -1.305 -0.259 -0.195
H -0.80858 -0.67953 -3.48149 -0.811 -2.160 -1.771
H -1.39124 -1.88977 -1.45536 -0.609 -0.309 -0.358
H 1.21754 -0.76737 1.23607 1.048 -0.807 -0.488
H -1.61834 -0.85656 0.06456 0.372 -0.117 0.393
H 0.23767 1.21540 0.73297 -0.337 -1.200 2.628
H -0.21067 1.38594 2.49370 -0.727 1.115 1.410
H 1.83045 -1.47410 3.51123 -1.927 1.797 -0.626
H 0.69890 -0.37909 4.15617 -1.200 1.383 1.761
H 0.55078 1.63617 -1.40461 0.005 0.023 -0.789
```
Positions in Å, forces in eV/Å.

Computed properties:
- Total charge: +1
- Max |F|: 5.473 eV/Å
- Kohn-Sham gap: 8.945 eV
- ΔE to the lowest compared entry with this formula, charge and spin: 49.6 kcal per mole
- E_LUMO: -3.49 eV
- HOMO energy: -12.43 eV

List of Mulliken charges in e, atom by atom: C 0.2569; C -1.2707; C -1.0294; C 0.8999; N -0.2982; N -0.3448; O -0.5805; H 0.3337; H 0.3392; H 0.3830; H 0.2479; H 0.3570; H 0.3411; H 0.3566; H 0.2004; H 0.2816; H 0.2142; H 0.3121

***

Record 2
Molecular formula: C24H33N5O5S
Method: DFT, ωB97M-V/def2-TZVPD

```
68
Properties=species:S:1:pos:R:3:forces:R:3
C 3.69880 4.29406 1.40131 0.163 -0.391 0.019
C 4.74733 3.18755 1.33234 0.034 0.460 -0.123
O 4.28786 1.96589 1.87533 -0.129 -0.265 0.100
C 3.43341 1.18307 1.16616 -0.120 -0.237 0.064
C 3.01135 1.40989 -0.14087 0.223 0.281 0.077
C 2.16240 0.50963 -0.75912 -0.039 -0.270 0.169
C 1.69947 -0.62477 -0.10258 0.140 0.083 -0.106
C 2.12983 -0.84840 1.20018 0.095 0.130 -0.233
C 2.98081 0.03865 1.82478 0.142 0.216 0.017
H 3.32042 -0.13823 2.83279 0.043 -0.013 0.144
H 1.81719 -1.73409 1.73279 0.054 -0.113 0.038
C 0.79706 -1.58251 -0.84185 -0.253 0.028 -0.075
N 0.74060 -2.90015 -0.24492 0.178 0.041 -0.243
C -0.11410 -3.24942 0.74724 -0.078 -0.202 -0.009
O -0.13120 -4.36498 1.23502 -0.077 -0.124 0.116
C -1.06484 -2.20876 1.22266 -0.443 0.335 0.729
C -2.43565 -2.18446 0.99881 0.604 0.084 0.263
N -3.14262 -3.00706 0.19146 -0.374 -0.297 -0.134
H -2.64621 -3.43816 -0.57179 -0.002 0.095 0.000
H -4.08265 -2.68317 -0.00360 0.133 -0.079 -0.053
C -3.02506 -1.14485 1.78384 0.864 -0.192 -0.045
N -2.19362 -0.47850 2.56220 -0.304 0.083 0.220
S -0.67453 -1.01670 2.40962 -0.549 -0.355 -0.375
C -4.44720 -0.75850 1.70212 -0.297 0.440 0.252
O -5.21763 -1.23194 0.88251 -0.046 -0.188 -0.179
N -4.80528 0.19399 2.58726 -0.107 0.127 0.158
H -5.75703 0.51696 2.61634 0.047 -0.060 -0.058
H -4.12608 0.53731 3.24384 0.001 0.024 0.019
C 1.63123 -3.91008 -0.77673 0.506 -0.151 0.096
H 1.46529 -4.00512 -1.85416 -0.016 -0.034 0.038
C 3.10621 -3.59708 -0.53145 -0.116 -0.223 -0.061
H 3.26272 -3.30322 0.51612 -0.009 -0.055 -0.042
O 3.51496 -2.55705 -1.39429 -0.311 -0.156 -0.113
C 4.81381 -2.09929 -1.12943 0.098 0.055 0.053
H 4.88813 -1.68526 -0.11602 0.003 0.009 -0.014
H 5.02112 -1.31598 -1.85540 0.097 0.014 0.035
H 5.55041 -2.90471 -1.23892 0.007 0.028 -0.002
H 3.70387 -4.50086 -0.72712 -0.039 0.077 0.041
H 1.37248 -4.84833 -0.28128 0.076 0.116 -0.151
H 1.22663 -1.72485 -1.84293 -0.124 0.047 0.165
C -0.63980 -1.07609 -1.11625 0.407 0.330 -0.083
O -1.42870 -1.78802 -1.70746 -0.131 -0.193 -0.332
N -0.90625 0.18236 -0.73575 -0.030 0.323 -0.028
H -0.19377 0.71817 -0.26335 -0.044 -0.142 0.025
C -2.19396 0.81403 -0.96475 0.126 0.109 -0.187
C -2.43068 1.90613 0.07220 -0.261 -0.257 0.063
C -3.80520 2.53327 -0.14345 0.248 0.258 -0.090
C -3.91054 3.11533 -1.55016 -0.253 -0.209 0.023
C -3.64849 2.03389 -2.59415 0.221 0.248 -0.043
C -2.27885 1.39829 -2.37741 -0.313 -0.266 0.061
H -2.11258 0.60110 -3.10309 0.084 -0.008 -0.016
H -1.49435 2.14891 -2.50466 0.088 0.028 0.013
H -4.41654 1.26228 -2.51518 -0.086 -0.051 -0.054
H -3.70234 2.46127 -3.59716 -0.074 -0.061 -0.036
H -4.90337 3.54273 -1.70102 0.009 0.095 -0.017
H -3.17913 3.91895 -1.66637 0.017 0.087 -0.017
H -4.57185 1.76780 -0.00960 -0.090 -0.033 0.065
H -3.97437 3.31500 0.59961 -0.065 -0.043 0.054
H -2.35978 1.48846 1.07803 0.082 0.032 -0.021
H -1.65782 2.67288 -0.03344 0.098 0.068 0.011
H -2.95687 0.03280 -0.86700 0.017 0.054 0.019
H 1.86254 0.68891 -1.78208 -0.023 0.026 -0.128
H 3.34680 2.27093 -0.69708 0.046 0.105 -0.007
H 5.60546 3.45293 1.95604 -0.071 -0.044 -0.163
H 5.10125 3.04621 0.30361 0.017 -0.032 0.113
H 4.12296 5.22342 1.03148 0.020 0.120 -0.048
H 3.38129 4.43532 2.43125 -0.029 0.046 0.080
H 2.82526 4.04223 0.80491 -0.081 0.043 -0.052
```
Positions in Å, forces in eV/Å.

Computed properties:
- Max |F|: 0.917 eV/Å
- Kohn-Sham gap: 8.315 eV
- ΔE to the lowest compared entry with this formula, charge and spin: 3.6 kcal per mole
- E_LUMO: 0.28 eV
- HOMO energy: -8.04 eV

List of Mulliken charges in e, atom by atom: C -1.0200; C -0.4095; O -0.4699; C 0.8357; C -0.3406; C -0.5918; C -0.5923; C -0.5806; C -1.4434; H 0.4911; H 0.9961; C 0.2420; N 0.1512; C 0.0550; O -0.6772; C 0.7896; C 0.1208; N -0.3313; H 0.3422; H 0.3324; C 0.3964; N -0.6946; S -0.0330; C 0.2991; O -0.7218; N -0.2383; H 0.2510; H 0.2421; C -1.1932; H 0.3411; C -0.5456; H 0.2768; O -0.3203; C -0.7824; H 0.2745; H 0.2252; H 0.3394; H 0.6391; H 0.6131; H 0.6540; C -0.7481; O -0.7022; N 0.5623; H 0.4029; C -0.0842; C -0.9520; C -0.7099; C -0.7721; C -0.7912; C -0.8324; H 0.4232; H 0.3000; H 0.3618; H 0.3980; H 0.3819; H 0.3300; H 0.2682; H 0.3599; H 0.3464; H 0.5352; H 0.2993; H 0.5755; H 0.4904; H 0.3218; H 0.3346; H 0.3618; H 0.3085; H 0.3083

***

Record 3
Molecular formula: C20H28N2O5S
Method: DFT, ωB97M-V/def2-TZVPD

```
56
Properties=species:S:1:pos:R:3:forces:R:3
C -7.18150 2.28050 -0.94257 0.373 -0.175 -0.014
C -6.04079 1.53762 -1.62209 -0.515 -0.097 -0.178
H -6.33615 0.50493 -1.83489 0.092 0.175 -0.044
H -5.73821 2.03727 -2.54455 -0.013 -0.098 0.101
O -4.86713 1.52439 -0.80623 0.208 0.239 -0.059
C -4.79214 0.58582 0.14145 0.232 0.010 0.287
O -5.63948 -0.24751 0.32815 -0.171 -0.065 -0.017
C -3.51020 0.73504 0.94905 0.029 0.009 0.126
C -2.28022 0.75677 0.03236 -0.120 -0.084 -0.178
H -2.41783 1.48937 -0.76238 0.063 0.019 0.025
H -1.40417 1.04463 0.61581 0.032 0.020 0.005
C -2.05374 -0.62956 -0.57420 0.147 0.418 -0.208
N -1.91817 -1.61428 0.47119 -0.201 0.055 -0.003
C -0.82681 -2.36429 0.72566 0.131 -0.059 -0.133
O -0.79743 -3.21817 1.59405 0.137 -0.225 0.124
C 0.38488 -2.09345 -0.11754 0.340 -0.002 0.022
C 0.90279 -3.08195 -0.94598 -0.137 0.136 0.143
C 2.06449 -2.85828 -1.66345 0.027 0.156 0.029
C 2.75597 -1.65373 -1.56687 0.066 -0.125 -0.116
C 2.23497 -0.68535 -0.71700 0.182 0.465 0.217
C 1.07427 -0.89291 -0.00025 -0.203 -0.077 0.093
H 0.72947 -0.10317 0.64912 -0.130 0.050 0.102
S 3.03825 0.90315 -0.51307 0.118 -0.299 -0.070
O 2.27551 1.66379 0.44215 0.000 -0.201 0.138
O 3.26810 1.50991 -1.79397 0.153 -0.094 -0.039
N 4.53414 0.41894 0.09671 -1.098 0.102 -0.571
C 4.46935 0.10542 1.51221 -0.110 -0.120 0.642
H 5.22003 -0.66029 1.73145 -0.084 -0.007 0.000
C 4.79669 1.42434 2.21356 -0.007 -0.070 0.034
H 3.89962 2.04268 2.22518 0.040 -0.022 0.077
H 5.14947 1.28017 3.23253 -0.022 0.016 0.050
C 5.85902 2.04222 1.29746 -0.014 -0.054 0.048
H 6.86025 1.79633 1.65184 0.015 0.059 -0.015
H 5.76824 3.12503 1.24865 0.063 0.026 0.009
C 5.60907 1.38802 -0.07724 0.395 0.445 -0.410
H 6.49708 0.85673 -0.43213 -0.080 0.087 -0.014
H 5.30218 2.09994 -0.84287 0.243 0.011 -0.002
H 3.47969 -0.27975 1.75321 0.077 -0.139 0.170
C 4.01478 -1.41208 -2.32910 0.138 -0.127 -0.197
H 4.14161 -2.15437 -3.11313 0.007 -0.037 -0.046
H 4.86754 -1.45994 -1.65337 0.088 -0.014 -0.027
H 3.99985 -0.41469 -2.76115 0.115 -0.071 -0.130
H 2.44742 -3.63377 -2.31053 0.058 -0.045 -0.078
H 0.38680 -4.02696 -1.02522 -0.034 -0.111 0.008
C -3.08841 -1.72280 1.31745 -0.132 -0.158 0.481
C -3.37825 -0.38073 1.98900 -0.208 -0.047 -0.243
H -4.30258 -0.46452 2.56064 0.037 0.012 0.059
H -2.56399 -0.13470 2.67251 0.014 0.007 0.031
H -2.88693 -2.49320 2.06330 -0.087 0.084 -0.137
H -3.94888 -2.02448 0.71277 0.079 -0.025 0.039
H -1.16666 -0.62920 -1.20832 -0.198 -0.022 0.008
H -2.92144 -0.90126 -1.19026 0.086 -0.006 -0.058
H -3.58730 1.70402 1.45542 -0.019 -0.043 -0.062
H -6.87317 3.29157 -0.68786 -0.020 0.106 0.001
H -7.47464 1.75970 -0.03435 -0.065 -0.016 0.045
H -8.03526 2.32715 -1.61226 -0.117 0.027 -0.062
```
Positions in Å, forces in eV/Å.

Computed properties:
- Max |F|: 1.242 eV/Å
- Kohn-Sham gap: 9.833 eV
- ΔE to the lowest compared entry with this formula, charge and spin: 14.4 kcal per mole
- E_LUMO: 0.65 eV
- Structure (SMILES): CCOC(=O)C1CCN(C(=O)c2ccc(C)c(S(=O)(=O)N3CCCC3)c2)CC1
- HOMO energy: -9.18 eV

List of Mulliken charges in e, atom by atom: C -1.1064; C -0.2994; H 0.3239; H 0.3394; O -0.2616; C 0.1348; O -0.5858; C 0.2716; C -0.8910; H 0.5391; H 0.3165; C -0.8772; N 0.1208; C 0.2943; O -0.6875; C 0.0187; C -0.7585; C -1.0851; C 0.8917; C 0.2103; C -0.0130; H 0.6201; S 1.5729; O -0.7167; O -0.7913; N 0.0471; C -0.6449; H 0.4458; C -0.6372; H 0.2365; H 0.4522; C -0.5021; H 0.2764; H 0.2833; C -0.7524; H 0.3446; H 0.3813; H 0.2609; C -1.7279; H 0.4463; H 0.2742; H 0.3401; H 0.3988; H 0.4996; C -0.9443; C -0.9613; H 0.3974; H 0.4327; H 0.4203; H 0.3902; H 0.4743; H 0.3365; H 0.4713; H 0.3006; H 0.3083; H 0.3711

***

Record 4
Molecular formula: C21H21N3O2PtS2Se2
Method: DFT, ωB97M-V/def2-TZVPD

```
52
Properties=species:S:1:pos:R:3:forces:R:3
Pt 0.05677 -0.68084 0.42164 -0.637 -0.603 0.384
S 0.84642 0.37549 2.23850 0.041 0.089 -0.087
C 2.56861 0.55979 1.92087 -0.096 0.018 0.047
C 3.38820 1.20618 2.84695 -0.004 0.008 0.016
C 4.73799 1.37384 2.59570 -0.009 -0.004 0.000
C 5.28506 0.90621 1.40313 -0.025 0.013 -0.017
C 4.47737 0.26270 0.48283 0.034 -0.028 0.011
C 3.12053 0.07249 0.74325 -0.057 -0.080 -0.143
S 2.11800 -0.79349 -0.42307 0.073 0.213 -0.095
H 2.94993 1.57947 3.76534 0.008 -0.002 0.005
H 5.36411 1.87082 3.32559 -0.003 0.019 -0.008
H 6.33631 1.05110 1.18984 0.006 -0.016 0.010
H 4.89038 -0.10342 -0.45007 0.007 -0.006 0.006
Se -3.03459 0.69637 -1.20211 -0.007 0.035 -0.028
Se -1.90132 -0.02269 -3.05468 0.021 -0.009 0.076
C -0.95404 -1.61095 -2.52358 -0.171 0.150 -0.011
C -0.59577 -2.39616 -3.61978 0.004 -0.084 0.015
C 0.07158 -3.58359 -3.41616 -0.015 0.028 -0.037
C 0.33300 -3.98476 -2.11340 -0.067 -0.010 0.050
C -0.05300 -3.15237 -1.08850 -0.087 -0.110 -0.010
N -0.67149 -1.96394 -1.26913 0.603 0.158 -0.001
C -1.83880 2.12384 -0.65694 0.150 -0.041 -0.076
C -2.35565 3.21619 0.02851 -0.053 -0.097 0.043
C -1.47927 4.23792 0.34978 0.012 0.009 -0.006
C -0.15150 4.14165 -0.04282 0.029 0.027 0.064
C 0.25548 3.00320 -0.71465 -0.066 -0.211 0.109
N -0.57534 1.99930 -0.99681 0.008 0.222 -0.253
H -0.84771 -2.06281 -4.61798 -0.017 -0.005 0.008
H 0.36932 -4.19521 -4.25786 0.008 0.005 0.003
H 0.84138 -4.91145 -1.89112 0.004 0.004 0.002
H 0.16048 -3.40904 -0.06096 0.041 0.014 0.018
H -3.40355 3.26396 0.29291 -0.008 0.021 -0.014
H -1.83395 5.10894 0.88555 0.001 -0.002 0.005
H 0.55966 4.92461 0.18047 -0.012 0.013 -0.003
H 1.28451 2.86009 -1.02396 0.015 0.016 0.035
O -3.94181 -1.56232 1.90992 0.070 0.062 0.099
C -2.63883 -1.68562 1.76260 0.008 -0.132 0.116
O -1.96748 -0.75626 1.36725 0.132 0.321 -0.227
C -2.08485 -3.05568 2.13022 0.062 0.002 -0.073
N -3.12112 -3.81039 2.85748 -0.029 -0.007 0.003
C -2.67407 -3.87164 4.26237 0.023 -0.005 -0.006
C -1.15273 -3.93581 4.18274 -0.011 0.004 0.008
C -0.83518 -2.96497 3.04149 -0.050 -0.043 0.031
H -1.86748 -3.54853 1.18061 0.046 0.002 -0.025
H -3.20005 -4.74626 2.48331 0.005 0.005 -0.012
H -4.21900 -2.42029 2.32042 -0.011 -0.016 -0.015
H -3.13649 -4.71668 4.76914 -0.014 0.005 -0.006
H -2.99066 -2.95745 4.77133 -0.003 -0.001 0.002
H -0.84219 -4.95185 3.92589 0.007 0.003 0.008
H -0.66395 -3.65739 5.11532 0.011 -0.002 -0.008
H 0.08070 -3.20759 2.50779 -0.005 0.022 -0.008
H -0.71154 -1.94805 3.41188 0.026 0.025 -0.005
```
Positions in Å, forces in eV/Å.

Computed properties:
- Max |F|: 0.957 eV/Å
- Kohn-Sham gap: 6.459 eV
- ΔE to the lowest compared entry with this formula, charge and spin: 2.2 kcal per mole
- E_LUMO: -0.05 eV
- HOMO energy: -6.51 eV

List of Mulliken charges in e, atom by atom: Pt 1.5427; S -0.5501; C 0.4198; C -0.6394; C -0.5818; C -0.5305; C -0.7277; C 0.4393; S -0.4968; H 0.3851; H 0.3484; H 0.3515; H 0.3859; Se -0.0588; Se -0.0168; C 0.2885; C -0.7423; C -0.3701; C -1.1471; C 0.2460; N -0.0195; C 0.6023; C -0.7277; C -0.3113; C -0.4780; C -0.4881; N -0.0285; H 0.3533; H 0.3942; H 0.4409; H 0.3255; H 0.3652; H 0.3887; H 0.3974; H 0.4012; O -0.5620; C 0.0080; O -0.6378; C 0.6073; N -0.5818; C -0.6684; C -0.7712; C -0.5582; H 0.4261; H 0.2971; H 0.4039; H 0.4248; H 0.2476; H 0.2842; H 0.3811; H 0.2767; H 0.2612